(1)
# H6O3

H6O3 as an isolated structure at a distorted geometry (ωB97M-V with the def2-TZVPD basis set, the Open Molecules 2025 dataset).

Atoms and positions in Å:
H: 0.82 -1.09 0.08
H: -0.15 0.12 0.41
H: -1.91 -1.52 -0.83
H: -1.18 -0.31 -1.37
H: 1.26 0.96 1.45
H: 0.70 2.13 0.80
O: 0.32 -0.40 -0.27
O: -1.05 -1.16 -0.82
O: 1.18 1.27 0.55

Energy relative to the best compared isomer or geometry (same formula, charge and spin) ... 649.4 kJ/mol
E_HOMO ... -0.2431 Eh
LUMO ... 0.613 eV
E ... -229.0778 a.u.
Gap between HOMO and LUMO ... 7.228 eV
Total charge ... 0

(2)
# H6O3

A 3-piece molecular cluster, H6O3 overall at a distorted geometry (ωB97M-V with the def2-TZVPD basis set, the Open Molecules 2025 dataset).

Atoms and positions in Å:
O: 0.28 -1.38 -1.22
H: 1.15 -1.00 -1.16
H: -0.02 -1.45 -0.32
O: -0.08 1.38 0.09
H: 0.42 1.45 -0.73
H: 0.06 2.22 0.53
O: -0.57 -0.77 0.78
H: -0.28 0.07 0.41
H: -0.97 -0.53 1.62

Energy relative to the best compared isomer or geometry (same formula, charge and spin) ... 134.7 kJ/mol
E_HOMO ... -0.3773 Eh
LUMO ... 0.247 eV
E ... -229.2738 a.u.
Gap between HOMO and LUMO ... 10.515 eV
Total charge ... 0

(3)
# H6O3

A 3-piece molecular cluster, H6O3 overall (ωB97M-V with the def2-TZVPD basis set, the Open Molecules 2025 dataset).

Atoms and positions in Å:
O: -2.95 1.02 0.17
H: -2.05 0.74 0.01
H: -2.94 1.96 -0.02
O: 2.28 -1.99 0.03
H: 2.15 -1.45 -0.75
H: 3.22 -1.92 0.22
O: -0.27 0.65 0.03
H: 0.39 1.16 0.50
H: 0.17 -0.16 -0.20

Energy relative to the best compared isomer or geometry (same formula, charge and spin) ... 50.0 kJ/mol
E_HOMO ... -0.3898 Eh
LUMO ... 0.311 eV
E ... -229.3060 a.u.
Gap between HOMO and LUMO ... 10.919 eV
Total charge ... 0

(4)
# H6O3Rb

H6O3Rb as an isolated structure (ωB97M-V with the def2-TZVPD basis set, the Open Molecules 2025 dataset).

Atoms and positions in Å:
Rb: 0.37 -0.70 0.64
O: 3.10 -1.47 1.36
H: 3.39 -2.36 1.59
H: 3.64 -0.88 1.90
O: -1.55 -0.32 -1.43
H: -1.28 -0.33 -2.36
H: -2.45 -0.67 -1.42
O: -2.06 2.20 0.13
H: -1.52 1.49 -0.25
H: -1.64 3.03 -0.15

Energy relative to the best compared isomer or geometry (same formula, charge and spin) ... 44.3 kJ/mol
E_HOMO ... -0.5392 Eh
LUMO ... -3.753 eV
E ... -253.2185 a.u.
Gap between HOMO and LUMO ... 10.919 eV
Total charge ... +1

(5)
# H6O3Rb

H6O3Rb as an isolated structure (ωB97M-V with the def2-TZVPD basis set, the Open Molecules 2025 dataset).

Atoms and positions in Å:
Rb: 1.45 0.02 0.20
O: 0.86 -0.53 4.47
H: 1.28 -0.89 5.25
H: -0.02 -0.28 4.77
O: -0.50 3.59 -1.30
H: -0.26 3.71 -2.22
H: -1.33 3.12 -1.33
O: -0.21 -2.79 -3.03
H: -1.08 -3.14 -2.82
H: -0.17 -2.80 -3.98

Energy relative to the best compared isomer or geometry (same formula, charge and spin) ... 91.5 kJ/mol
E_HOMO ... -0.5375 Eh
LUMO ... -3.923 eV
E ... -253.2005 a.u.
Gap between HOMO and LUMO ... 10.702 eV
Total charge ... +1

(6)
# H6S2Si2

A 2-piece molecular cluster, H6S2Si2 overall at a distorted geometry (ωB97M-V with the def2-TZVPD basis set, the Open Molecules 2025 dataset).

Atoms and positions in Å:
Si: -3.24 -0.06 0.94
Si: 3.83 0.01 -1.29
S: -0.11 0.37 0.15
S: -1.37 0.67 1.66
H: -3.49 -1.60 0.71
H: -3.93 0.10 2.15
H: -3.60 0.81 -0.32
H: 3.82 0.10 -2.84
H: 5.04 0.59 -0.66
H: 3.05 -0.99 -0.52

Energy relative to the best compared isomer or geometry (same formula, charge and spin) ... 314.0 kJ/mol
E_HOMO (alpha / beta) ... -0.3339 / -0.2682 Eh
LUMO (alpha / beta) ... -0.553 / -2.039 eV
E ... -1378.8118 a.u.
Gap between HOMO and LUMO (alpha / beta) ... 8.533 / 5.258 eV
Total charge ... 0